115
Properties=species:S:1:pos:R:3:mulliken_charge:R:1 method="wB97M-V/def2-TZVPD" de_lowest_ev=1.170 gap_ev=5.9 total_charge=+3 e_tot_ev=-216877.0159 e_homo_ha=-0.556 fmax_ha_per_bohr=0.06180
Ti 0.057 0.826 -0.171 -0.289
N 2.181 0.705 -0.384 0.182
C 3.337 1.749 -0.310 -0.886
C 3.087 2.887 -1.245 -0.150
C 2.403 4.154 -0.597 -1.459
C 1.143 3.902 0.212 0.063
N 0.248 3.031 -0.478 -0.431
H 2.466 0.073 0.398 0.325
H 2.380 0.227 -1.286 -0.189
H 4.133 1.073 -0.619 0.536
H 3.529 2.049 0.726 0.509
H 2.443 2.590 -2.100 -0.114
H 3.985 3.260 -1.761 0.486
H 2.037 4.808 -1.403 0.501
H 2.978 4.830 0.014 0.397
H 0.666 4.852 0.467 0.513
H 1.556 3.458 1.090 -0.200
H 0.440 3.079 -1.498 0.385
H -0.702 3.399 -0.366 -0.041
C -1.492 5.353 2.770 -1.167
C -1.625 4.099 3.608 0.881
C -1.230 4.298 5.033 -1.416
O -0.718 3.160 2.886 0.500
P -0.731 1.602 2.835 -1.081
O 0.197 1.283 1.696 0.646
C -2.361 0.977 2.429 -0.757
P -3.023 1.280 0.794 -0.678
O -1.909 1.099 -0.215 0.566
O -3.526 2.734 0.790 0.028
C -4.812 3.408 0.185 0.643
C -4.366 3.953 -1.230 -1.301
C -5.304 4.465 1.119 -1.257
O -4.167 0.275 0.583 0.070
C -4.274 -0.971 -0.271 1.575
C -4.831 -2.132 0.565 -1.468
C -5.087 -0.547 -1.486 -1.296
O -0.356 0.952 4.183 0.003
C 0.720 1.211 5.231 0.720
C 2.062 0.663 4.688 -1.092
C 0.311 0.518 6.557 -1.594
H -1.955 6.338 3.081 0.408
H -1.830 5.101 1.710 0.098
H -0.426 5.556 2.761 0.343
H -2.630 3.603 3.569 0.164
H -0.363 4.883 5.080 0.398
H -0.972 3.341 5.487 0.283
H -2.085 4.657 5.615 0.354
H -3.161 1.396 3.026 0.735
H -2.429 -0.077 2.506 0.656
H -5.485 2.628 -0.025 0.335
H -3.500 4.597 -1.092 0.267
H -5.186 4.479 -1.742 0.489
H -3.947 3.151 -1.836 0.323
H -4.511 5.127 1.460 0.196
H -5.842 3.988 1.940 0.397
H -6.095 5.081 0.622 0.451
H -3.228 -1.334 -0.532 -0.553
H -5.886 -1.927 0.854 0.367
H -4.288 -2.160 1.495 0.365
H -4.791 -3.064 -0.003 0.379
H -6.155 -0.335 -1.263 0.348
H -4.975 -1.343 -2.242 0.390
H -4.773 0.423 -1.915 0.316
H 0.838 2.279 5.309 0.287
H 2.020 -0.445 4.497 0.302
H 2.932 0.717 5.418 0.423
H 2.261 1.078 3.699 0.110
H 0.067 -0.504 6.447 0.373
H -0.637 0.912 6.912 0.391
H 1.012 0.741 7.321 0.483
Cl -5.945 -5.466 0.861 -0.139
C -4.880 -6.183 2.114 -0.294
Cl -3.207 -6.266 1.486 -0.141
H -5.156 -7.216 2.335 0.359
H -4.886 -5.531 2.990 0.247
Br -0.507 -2.510 -4.454 -0.015
C 0.965 -1.465 -4.959 -0.181
C 1.949 -1.874 -5.823 -0.009
C 3.029 -1.131 -6.234 -0.674
C 3.262 0.112 -5.738 -0.827
C 2.336 0.595 -4.815 -0.258
C 1.242 -0.196 -4.399 0.324
I -0.318 0.610 -3.112 0.040
H 1.892 -2.879 -6.268 0.439
H 3.694 -1.621 -6.916 0.446
H 4.072 0.720 -6.142 0.467
H 2.324 1.640 -4.522 0.481
C 6.420 -6.284 -4.039 -1.445
C 5.397 -5.434 -3.257 0.793
C 4.169 -5.053 -3.848 -1.193
C 3.457 -4.052 -3.191 0.007
C 3.920 -3.496 -1.991 -0.072
C 5.089 -3.908 -1.380 -0.522
C 5.786 -4.984 -1.967 -0.990
S 3.060 -2.265 -1.217 1.317
O 2.329 -1.504 -2.213 -0.430
O 3.974 -1.600 -0.330 -0.770
N 1.877 -2.948 -0.333 -0.152
C 0.617 -3.430 -1.026 -0.091
C -0.578 -3.288 -0.059 -0.642
C -0.310 -2.060 0.835 0.557
O -0.181 -1.941 2.012 -0.474
O -0.146 -0.898 0.050 0.216
H 6.110 -6.408 -5.058 0.386
H 6.414 -7.327 -3.647 0.336
H 7.382 -5.850 -3.932 0.407
H 3.751 -5.570 -4.687 0.503
H 2.462 -3.707 -3.576 0.167
H 5.437 -3.468 -0.488 0.609
H 6.765 -5.271 -1.571 0.386
H 2.194 -3.695 0.271 0.360
H 0.785 -4.445 -1.331 0.728
H 0.387 -2.769 -1.907 -0.375
H -0.750 -4.121 0.567 0.361
H -1.507 -3.083 -0.685 0.210